1.
Entry from the OMol25 dataset: one molecule with the formula C4H9NO2S (ωB97M-V/def2-TZVPD).

Last column: Mulliken charge in e.
Positions of all 17 atoms, in Å:
C: 1.89 0.72 -0.17  -0.293
C: 0.74 0.50 0.80  -0.462
C: 1.62 -0.22 -1.32  -0.495
C: -2.75 -0.84 0.67  -0.909
N: -0.02 -0.52 0.14  0.027
O: -1.71 1.46 -0.09  -0.586
O: 0.76 -1.21 -0.80  -0.367
S: -1.60 0.09 -0.52  0.528
H: 2.10 1.74 -0.65  0.263
H: 2.97 0.47 0.33  0.213
H: 1.03 0.06 1.78  0.301
H: 0.14 1.42 0.82  0.223
H: 1.23 0.29 -2.13  0.308
H: 2.51 -0.80 -1.60  0.293
H: -2.81 -1.86 0.25  0.312
H: -3.71 -0.35 0.83  0.355
H: -2.38 -0.96 1.67  0.291

Calculated values
HOMO: -0.318 hartree
Kohn-Sham gap: 9.6 eV
Molecular weight: 135.2 g/mol
Largest force on an atom: 4.8 eV/Å
Energy: -20710.5290 eV


2.
Entry from the OMol25 dataset: C34H56InO10 as an isolated structure (ωB97M-V/def2-TZVPD).

Last column: Mulliken charge in e.
Positions of all 101 atoms, in Å:
C: -1.79 4.69 2.26  -1.265
C: -0.82 3.45 2.40  0.616
O: -1.51 2.22 2.53  -0.476
C: 0.14 3.74 3.66  -0.478
O: 0.38 2.51 4.34  -0.808
In: 1.94 1.43 3.41  1.131
C: 3.88 2.50 3.95  -1.004
C: 4.71 2.68 2.61  -0.007
O: 5.60 3.82 2.62  -0.402
C: 5.35 4.70 1.53  -0.288
C: 5.63 4.04 0.12  -0.383
O: 5.46 5.00 -0.95  -0.458
C: 4.23 4.82 -1.58  0.268
C: 3.12 5.77 -1.47  -0.656
C: 1.83 5.57 -2.13  -0.313
C: 1.57 4.38 -2.96  -0.244
C: 0.13 4.19 -3.62  2.688
C: 0.15 5.17 -4.89  -1.648
C: 0.04 2.69 -4.09  -1.943
C: -0.91 4.62 -2.51  -1.675
C: -2.34 3.95 -2.57  2.143
C: -2.39 2.51 -1.89  -1.550
C: -3.02 3.97 -4.00  -1.555
C: -3.28 4.87 -1.64  -1.695
C: 2.67 3.44 -3.10  -0.210
C: 3.98 3.65 -2.44  -0.558
C: 1.81 -0.67 4.20  -1.151
C: 2.35 -1.78 3.26  0.663
C: 2.08 -3.20 3.58  -0.361
C: 2.56 -4.31 2.75  -0.574
C: 3.38 -4.05 1.55  -0.375
C: 3.64 -2.66 1.21  -0.518
C: 3.13 -1.54 2.04  -0.156
H: -2.58 4.58 3.06  0.446
H: -2.32 4.60 1.27  0.228
H: -1.26 5.68 2.36  0.344
H: -0.14 3.36 1.50  0.039
H: -2.32 2.40 3.06  0.299
H: -0.38 4.43 4.39  0.319
H: 1.14 4.16 3.35  0.096
H: 1.70 1.42 1.63  -0.449
H: 4.44 1.88 4.71  0.229
H: 3.57 3.50 4.38  0.235
H: 3.96 2.71 1.78  0.117
H: 5.38 1.76 2.55  0.127
H: 6.08 5.56 1.63  0.292
H: 4.32 5.15 1.59  0.168
H: 6.70 3.66 0.11  0.238
H: 5.00 3.12 -0.02  0.303
H: 3.26 6.67 -0.82  0.357
H: 1.05 6.36 -1.97  0.245
H: 1.19 5.12 -5.31  0.426
H: -0.06 6.23 -4.60  0.322
H: -0.55 4.82 -5.70  0.404
H: 0.18 1.98 -3.23  0.392
H: -0.90 2.41 -4.62  0.230
H: 0.88 2.51 -4.82  0.561
H: -1.08 5.74 -2.65  0.281
H: -0.51 4.52 -1.46  0.479
H: -3.45 2.24 -1.61  0.497
H: -1.77 2.59 -0.95  0.275
H: -2.01 1.70 -2.58  0.309
H: -4.09 4.33 -3.95  0.430
H: -3.09 2.91 -4.37  0.308
H: -2.50 4.60 -4.76  0.182
H: -2.71 5.30 -0.77  0.178
H: -4.16 4.25 -1.28  0.431
H: -3.71 5.68 -2.29  0.480
H: 2.59 2.52 -3.72  0.198
H: 4.79 2.88 -2.56  0.349
H: 0.71 -0.89 4.38  0.247
H: 2.28 -0.71 5.23  0.279
H: 1.48 -3.49 4.48  0.290
H: 2.36 -5.37 3.04  0.335
H: 3.76 -4.88 0.91  0.326
H: 4.23 -2.39 0.31  0.314
H: 3.32 -0.48 1.74  0.081
C: -0.26 -4.25 0.12  -0.401
O: -1.44 -5.03 0.31  -0.330
C: -1.21 -6.31 0.62  0.783
O: -0.13 -6.82 0.76  -0.551
O: -2.40 -6.92 0.77  -0.308
C: -2.31 -8.30 1.11  -0.594
H: -0.57 -3.24 -0.13  0.247
H: 0.33 -4.21 1.04  0.123
H: 0.34 -4.64 -0.70  0.286
H: -1.80 -8.43 2.07  0.304
H: -1.79 -8.86 0.33  0.303
H: -3.32 -8.69 1.20  0.149
C: -6.84 -8.85 -0.06  -0.547
O: -7.04 -9.97 -0.93  -0.312
C: -6.16 -10.97 -0.76  0.800
O: -5.25 -10.98 0.04  -0.535
O: -6.46 -11.94 -1.62  -0.323
C: -5.60 -13.08 -1.55  -0.622
H: -7.60 -8.12 -0.29  0.209
H: -6.94 -9.15 0.98  0.290
H: -5.86 -8.40 -0.24  0.237
H: -5.65 -13.54 -0.56  0.288
H: -4.57 -12.79 -1.79  0.294
H: -5.94 -13.80 -2.29  0.219

Calculated values
HOMO: -0.175 hartree
Kohn-Sham gap: 6.6 eV
Molecular weight: 739.6 g/mol
Net charge: -1
Largest force on an atom: 3.4 eV/Å
Energy: -61810.8437 eV


3.
Entry from the OMol25 dataset: a 9-piece molecular cluster, C28H81N7O9 overall (ωB97M-V/def2-TZVPD).

Last column: Mulliken charge in e.
Positions of all 125 atoms, in Å:
C: 1.48 3.05 -6.57  -1.731
C: 0.91 2.20 -5.47  1.284
C: 1.02 2.94 -4.21  -0.935
O: 0.70 2.02 -3.21  0.381
C: 0.68 2.62 -1.96  -0.958
N: -0.48 1.70 -5.74  -0.668
H: 2.50 3.34 -6.35  0.388
H: 0.93 3.99 -6.70  0.371
H: 1.52 2.62 -7.57  0.409
H: 1.48 1.27 -5.41  -0.417
H: 0.30 3.76 -4.18  0.325
H: 2.01 3.38 -4.03  0.469
H: 1.69 2.87 -1.65  0.368
H: 0.26 1.95 -1.20  -0.196
H: -0.05 3.44 -1.93  0.492
H: -0.80 1.30 -4.87  0.175
H: -1.03 2.53 -5.89  0.310
C: 4.57 2.35 5.19  -0.935
C: 4.71 0.92 5.68  0.577
C: 4.91 -0.05 4.55  -0.973
O: 3.91 0.06 3.60  -0.235
C: 2.75 -0.68 4.01  -0.224
N: 5.76 0.84 6.68  -0.690
H: 4.24 3.02 5.99  0.369
H: 3.94 2.46 4.31  -0.077
H: 5.52 2.73 4.83  0.365
H: 3.77 0.66 6.19  0.136
H: 4.94 -1.07 4.95  0.423
H: 5.87 0.14 4.08  0.345
H: 2.26 -0.08 4.74  0.323
H: 3.07 -1.68 4.30  0.450
H: 2.07 -0.79 3.17  -0.602
H: 5.88 -0.13 6.93  0.260
H: 6.65 1.22 6.34  0.300
C: -3.18 1.34 0.75  -0.798
C: -3.41 -0.10 1.35  0.667
C: -4.83 -0.42 1.17  -0.938
O: -5.57 0.51 1.90  -0.319
C: -6.94 0.38 1.71  -0.816
N: -2.69 -1.29 0.92  -0.265
H: -3.38 1.34 -0.31  0.171
H: -2.15 1.63 0.98  -0.179
H: -3.87 2.06 1.21  0.465
H: -3.23 -0.01 2.42  0.324
H: -4.95 -1.44 1.57  0.456
H: -5.11 -0.41 0.12  0.323
H: -7.41 1.07 2.39  0.261
H: -7.20 -0.63 2.03  0.333
H: -7.32 0.55 0.70  0.290
H: -1.69 -1.25 1.10  -0.256
H: -2.81 -1.45 -0.08  0.075
C: -0.61 -5.41 2.67  -1.675
C: -0.05 -4.22 1.94  1.267
C: 0.87 -3.40 2.81  -0.533
O: 0.37 -2.94 4.00  -0.477
C: -0.62 -1.95 3.80  -0.606
N: 0.82 -4.66 0.77  -0.680
H: -1.27 -6.02 2.05  0.469
H: -1.22 -5.24 3.55  0.302
H: 0.22 -6.06 2.95  0.388
H: -0.87 -3.61 1.53  -0.300
H: 1.29 -2.68 2.11  -0.089
H: 1.74 -4.05 2.99  0.604
H: -1.58 -2.34 3.48  0.398
H: -0.28 -1.27 2.99  -0.068
H: -0.81 -1.35 4.68  0.475
H: 0.94 -3.92 0.10  0.213
H: 0.54 -5.52 0.34  0.219
C: 2.84 -2.95 -1.43  -1.930
C: 1.84 -1.98 -2.04  1.479
C: 1.91 -1.96 -3.58  -0.570
O: 3.19 -1.80 -4.04  -0.460
C: 3.61 -0.41 -4.04  -0.693
N: 0.48 -2.33 -1.50  -0.377
H: 2.56 -3.98 -1.69  0.377
H: 2.79 -2.83 -0.35  0.377
H: 3.84 -2.76 -1.80  0.392
H: 2.13 -1.00 -1.65  -0.365
H: 1.22 -1.20 -3.95  0.087
H: 1.51 -2.89 -3.99  0.432
H: 4.68 -0.45 -4.18  0.385
H: 3.51 0.18 -3.15  0.212
H: 3.21 0.09 -4.92  0.313
H: -0.21 -1.69 -1.90  -0.497
H: 0.16 -3.25 -1.79  0.414
C: -1.91 -0.09 -3.24  -1.631
C: -3.05 -1.03 -2.98  0.923
C: -3.70 -1.22 -4.28  -1.066
O: -4.87 -1.90 -4.05  -0.317
C: -5.72 -1.84 -5.14  -0.848
N: -2.72 -2.33 -2.33  -0.567
H: -1.35 0.24 -2.35  -0.032
H: -2.41 0.78 -3.69  0.786
H: -1.15 -0.49 -3.90  0.317
H: -3.78 -0.65 -2.27  -0.118
H: -3.09 -1.82 -4.97  0.419
H: -3.87 -0.26 -4.77  0.505
H: -6.69 -2.27 -4.93  0.308
H: -5.33 -2.19 -6.10  0.303
H: -6.01 -0.78 -5.30  0.321
H: -3.55 -2.90 -2.20  0.246
H: -2.20 -2.86 -3.01  0.290
C: -0.22 2.49 3.22  -1.603
C: 0.58 2.79 2.01  3.041
C: 0.15 4.15 1.47  -1.262
O: -1.17 4.06 1.00  0.002
C: -2.04 5.08 1.35  -1.007
N: 2.06 2.92 2.01  -0.799
H: -0.13 1.49 3.64  0.086
H: -1.27 2.50 2.98  0.259
H: 0.15 3.14 4.01  0.525
H: 0.34 2.00 1.29  -1.320
H: 0.87 4.56 0.75  0.349
H: 0.18 4.80 2.36  0.546
H: -3.03 4.89 0.92  0.212
H: -1.66 6.01 0.92  0.371
H: -2.14 5.27 2.42  0.374
H: 2.43 2.03 2.34  -0.151
H: 2.36 3.59 2.71  0.364
O: 0.59 -0.59 0.79  1.875
H: 0.42 -1.21 0.08  -0.452
H: 1.54 -0.41 0.77  -0.342
O: 3.36 0.12 0.81  -0.599
H: 3.76 -0.08 1.65  0.265
H: 3.35 1.09 0.73  0.273

Calculated values
HOMO: -0.319 hartree
Kohn-Sham gap: 9.3 eV
Structure (SMILES): COC[C@H](C)N.COC[C@H](C)N.COC[C@H](C)N.COC[C@H](C)N.COC[C@H](C)N.COC[C@H](C)N.COC[C@H](C)N.O.O
Molecular weight: 660.0 g/mol
Largest force on an atom: 2.5 eV/Å
Energy: -59203.8566 eV